Formula: C7H9N2OP
Source: the Open Molecules 2025 dataset
Level of theory: ωB97M-V/def2-TZVPD

## Properties
* frontier orbital gap: 8.37 eV
* E_tot: -21719.5165 eV
* SMILES: Cc1cccc2c1N(N)PO2

```
! wB97M-V def2-TZVPD RIJCOSX def2/J DEFGRID3
* xyz 0 1
C -1.4205 0.6923 0.7418
C -0.1096 -0.0803 0.5777
C 0.4298 -0.8482 1.5625
C 1.5529 -1.6180 1.4552
C 2.2264 -1.6670 0.2539
C 1.6881 -0.8592 -0.7405
C 0.5770 -0.0448 -0.6640
N 0.3201 0.3919 -1.9639
N -0.4679 1.5984 -2.2973
P 1.7350 0.3365 -2.9575
O 2.4837 -0.7901 -1.9352
H -1.2314 1.6306 1.2761
H -1.8548 0.9952 -0.2522
H -2.1507 0.1545 1.2580
H -0.0887 -0.8493 2.5266
H 2.0180 -1.9360 2.3849
H 3.0724 -2.2007 0.0403
H -0.0025 2.4017 -1.9334
H -1.3572 1.5033 -2.0078
H 1.2343 -0.4664 -4.1570
*
```


Formula: C6H8
Source: the Open Molecules 2025 dataset
Level of theory: ωB97M-V/def2-TZVPD

## Properties
* frontier orbital gap: 10.03 eV
* E_tot: -6349.3953 eV

```
! wB97M-V def2-TZVPD RIJCOSX def2/J DEFGRID3
* xyz 0 1
C -0.9905 0.6389 0.4807
C -0.4291 0.2326 -0.8989
C 0.9445 0.7798 -0.3915
C 0.4212 0.1406 0.9284
C 0.3733 -1.3342 0.5211
C -0.2238 -1.2703 -0.6710
H -1.8622 0.1008 0.8681
H -1.1223 1.7233 0.6086
H -0.8849 0.5667 -1.8293
H 1.0116 1.8716 -0.3427
H 1.8390 0.3587 -0.8642
H 0.6427 0.4683 1.9232
H 0.7426 -2.2005 1.0623
H -0.5545 -2.0662 -1.3249
*
```


Formula: C20H30O5
Source: the Open Molecules 2025 dataset
Level of theory: ωB97M-V/def2-TZVPD

## Properties
* frontier orbital gap: 8.94 eV
* E_tot: -31465.2627 eV
* SMILES: CCOC(=O)C(CCCOc1ccc([C@H](C)CC)cc1)C(=O)OCC

```
! wB97M-V def2-TZVPD RIJCOSX def2/J DEFGRID3
* xyz 0 1
C -5.8381 -0.2747 -2.1410
C -4.5650 -1.0372 -2.4760
O -3.4459 -0.5072 -1.7608
C -3.2762 -0.9192 -0.5055
O -3.9419 -1.7608 0.0349
C -2.1210 -0.1805 0.1509
C -1.2421 -1.1193 0.9763
C -0.4397 -2.0686 0.0912
C 0.5555 -2.8819 0.9243
O 1.4854 -2.0692 1.6039
C 2.4554 -1.4166 0.8989
C 2.7901 -1.6471 -0.4295
C 3.8108 -0.9204 -1.0205
C 4.5205 0.0438 -0.3225
C 5.6175 0.8316 -0.9942
C 6.9606 0.5870 -0.3023
C 5.2861 2.3302 -1.0227
C 4.0009 2.6175 -1.7890
C 4.1842 0.2590 1.0108
C 3.1712 -0.4545 1.6126
C -2.7050 0.9239 1.0313
O -2.2335 1.2891 2.0712
O -3.8066 1.4291 0.4774
C -4.4549 2.4998 1.1718
C -3.7895 3.8358 0.8770
H -6.0746 -0.3985 -1.0872
H -6.6620 -0.6572 -2.7365
H -5.7054 0.7839 -2.3495
H -4.3046 -0.9306 -3.5309
H -4.6778 -2.0964 -2.2228
H -1.5402 0.3135 -0.6353
H -1.8821 -1.6940 1.6482
H -0.5627 -0.5197 1.5842
H 0.1052 -1.4912 -0.6592
H -1.1092 -2.7589 -0.4249
H 1.0665 -3.6243 0.2979
H 0.0243 -3.4105 1.7203
H 2.2739 -2.3906 -1.0172
H 4.0529 -1.1140 -2.0564
H 5.7003 0.4850 -2.0308
H 7.7597 1.0982 -0.8352
H 6.9411 0.9546 0.7204
H 7.1846 -0.4772 -0.2793
H 5.1878 2.7007 -0.0009
H 6.1156 2.8650 -1.4915
H 3.7967 3.6857 -1.8046
H 3.1594 2.1111 -1.3212
H 4.0825 2.2684 -2.8164
H 4.7163 0.9991 1.5894
H 2.9084 -0.2862 2.6453
H -5.4859 2.4830 0.8133
H -4.4285 2.2904 2.2458
H -4.3433 4.6330 1.3642
H -2.7699 3.8340 1.2543
H -3.7704 4.0189 -0.1948
*
```